No. 1
{
  "formula": "C24H36O18",
  "method": "wB97M-V/def2-TZVPD",
  "homo_lumo_gap_ev": 10.73,
  "charge": 0,
  "e_homo_ev": -10.48,
  "energy_ev": -62318.19054,
  "e_lumo_ev": 0.24,
  "symbols": ["C", "C", "C", "O", "C", "O", "O", "H", "H", "H", "H", "H", "H", "C", "C", "C", "O", "C", "O", "O", "H", "H", "H", "H", "H", "H", "C", "C", "C", "O", "C", "O", "O", "H", "H", "H", "H", "H", "H", "C", "C", "C", "O", "C", "O", "O", "H", "H", "H", "H", "H", "H", "C", "C", "C", "O", "C", "O", "O", "H", "H", "H", "H", "H", "H", "C", "C", "C", "O", "C", "O", "O", "H", "H", "H", "H", "H", "H"],
  "positions_angstrom": [[79.923, 69.673, 35.834], [78.592, 69.953, 36.540], [78.851, 71.149, 37.592], [77.995, 72.135, 37.104], [77.295, 71.794, 36.062], [76.525, 72.438, 35.395], [77.682, 70.546, 35.681], [79.935, 68.761, 35.310], [80.646, 69.313, 36.553], [80.451, 70.431, 35.420], [78.114, 68.986, 36.918], [79.837, 71.415, 37.771], [78.455, 70.614, 38.576], [82.991, 67.112, 35.584], [82.086, 65.926, 35.494], [82.220, 65.012, 36.769], [80.983, 65.293, 37.460], [80.220, 66.079, 36.707], [79.115, 66.519, 37.019], [80.950, 66.466, 35.631], [82.864, 67.812, 34.679], [83.951, 66.812, 35.483], [82.943, 67.651, 36.550], [82.163, 65.173, 34.533], [83.230, 65.559, 37.469], [82.296, 64.002, 36.588], [73.414, 74.060, 34.901], [72.010, 74.052, 35.446], [71.248, 75.329, 35.416], [70.267, 75.167, 34.577], [70.143, 73.915, 34.158], [69.307, 73.545, 33.331], [71.148, 73.202, 34.570], [73.360, 74.339, 33.920], [73.827, 73.226, 34.879], [74.183, 74.699, 35.413], [72.181, 73.573, 36.394], [71.797, 76.126, 35.272], [70.902, 75.703, 36.440], [79.849, 68.711, 42.415], [79.747, 67.614, 41.263], [79.119, 68.260, 39.934], [80.327, 68.388, 39.155], [81.265, 67.834, 39.590], [82.409, 67.641, 39.139], [81.057, 67.295, 40.851], [80.422, 69.723, 42.275], [80.690, 68.295, 43.133], [78.779, 68.682, 42.986], [79.206, 66.697, 41.637], [78.503, 69.071, 40.022], [78.604, 67.550, 39.375], [73.961, 70.631, 36.971], [73.287, 69.342, 37.395], [73.387, 68.256, 36.362], [74.666, 67.610, 36.773], [74.898, 67.848, 38.035], [75.759, 67.345, 38.715], [74.080, 68.849, 38.433], [73.666, 71.413, 36.386], [75.009, 70.686, 36.594], [73.970, 71.072, 37.834], [72.403, 69.519, 37.925], [73.478, 68.746, 35.410], [72.628, 67.523, 36.250], [76.105, 69.349, 33.098], [76.703, 68.081, 33.726], [76.284, 66.719, 33.123], [77.527, 66.125, 32.857], [78.590, 66.997, 33.098], [79.715, 66.780, 32.869], [78.122, 68.019, 33.703], [76.368, 69.727, 32.136], [76.100, 70.155, 33.766], [75.183, 69.443, 33.171], [76.337, 68.232, 34.886], [75.550, 66.949, 32.233], [75.901, 65.966, 33.850]],
  "forces_ev_per_angstrom": [[-1.083, -2.856, 2.674], [2.357, -0.003, 0.678], [-3.680, -5.125, 1.412], [0.134, 2.406, 1.899], [0.292, -1.387, -2.596], [0.287, -0.100, 1.280], [-1.721, 0.530, -1.130], [-0.576, -0.662, -1.733], [0.095, 0.172, 1.242], [0.806, 2.708, -1.848], [0.896, 1.388, -0.046], [1.711, 0.947, -0.274], [0.552, 2.005, -1.490], [-0.347, 1.893, -1.855], [5.759, -4.300, -0.837], [2.647, 4.890, 2.181], [0.183, -0.795, 0.036], [-1.258, 1.656, 0.719], [2.437, -1.122, -0.974], [-9.264, 2.324, 0.221], [-0.300, -0.855, 1.487], [3.445, -1.019, -0.193], [-0.550, -0.362, -0.490], [0.008, 2.242, 1.858], [-3.244, -2.244, -1.851], [0.370, -2.175, -0.136], [-2.329, 7.178, 1.336], [1.253, -1.609, -0.239], [0.236, -1.182, 6.191], [-4.203, 0.735, -2.786], [-2.476, -0.718, -3.983], [1.693, 0.825, 2.444], [1.943, -0.727, 1.832], [0.079, 1.215, -2.788], [3.321, -7.982, 0.180], [-1.211, -0.133, -0.121], [-1.203, -0.240, 0.708], [3.293, 3.935, -2.165], [-0.321, -1.315, -0.606], [0.698, -1.398, 2.298], [-0.739, 2.389, 0.553], [2.443, -3.772, 1.455], [-7.468, 5.981, -4.326], [11.021, -6.051, 4.258], [-2.614, 1.014, -0.152], [-0.673, -0.095, -0.480], [-1.996, -1.502, -0.712], [-2.057, 0.216, -0.903], [2.775, 0.767, -1.233], [0.549, 1.085, -0.500], [-0.695, 2.644, 0.353], [-1.312, -1.436, -0.757], [2.012, -2.135, -2.369], [1.313, 0.196, -1.322], [1.275, 0.081, -0.067], [-1.377, -0.547, -2.488], [1.068, 0.746, 1.507], [-1.019, 0.487, -0.663], [1.134, -0.889, 2.190], [-2.623, 1.305, -2.306], [-0.340, -1.495, 0.535], [0.704, 2.944, 5.274], [-1.989, 0.328, -0.225], [0.574, -0.183, -0.598], [-0.671, -0.792, 0.518], [7.287, -0.964, -0.227], [-2.210, 1.134, 2.918], [-0.967, 0.329, 0.335], [1.529, -0.239, -1.777], [-2.116, -2.343, -0.414], [1.761, -0.620, -0.631], [-0.891, 3.414, 1.224], [0.725, -0.272, -0.772], [2.136, 1.652, 1.330], [-9.355, -1.286, -0.266], [1.188, -0.934, -2.648], [1.677, -1.025, 1.297], [-0.786, 1.127, -0.446]]
}

***

No. 2
{
  "formula": "C12H18AuCl2PS",
  "method": "wB97M-V/def2-TZVPD",
  "homo_lumo_gap_ev": 8.01,
  "charge": 0,
  "e_homo_ev": -7.52,
  "energy_ev": -61598.98461,
  "e_lumo_ev": 0.49,
  "symbols": ["Au", "Cl", "C", "C", "C", "C", "C", "Cl", "C", "S", "H", "H", "H", "C", "C", "P", "C", "C", "C", "C", "H", "H", "H", "H", "H", "H", "H", "H", "H", "H", "H", "H", "H", "H", "H"],
  "positions_angstrom": [[0.626, -0.454, 0.721], [2.336, -0.261, -1.793], [3.646, -0.598, -0.711], [4.639, -1.456, -1.138], [5.660, -1.800, -0.269], [5.688, -1.275, 1.012], [4.693, -0.407, 1.420], [4.732, 0.198, 3.034], [3.633, -0.049, 0.576], [2.377, 1.029, 1.129], [4.604, -1.855, -2.140], [6.424, -2.492, -0.587], [6.474, -1.548, 1.699], [0.636, -3.727, 2.257], [-0.367, -3.736, 1.114], [-0.997, -2.045, 0.770], [-2.092, -1.598, 2.183], [-3.267, -2.496, 2.544], [-2.077, -2.311, -0.701], [-2.782, -3.660, -0.823], [1.008, -4.732, 2.448], [0.178, -3.351, 3.170], [1.482, -3.084, 2.011], [-1.200, -4.412, 1.328], [0.116, -4.070, 0.188], [-2.447, -0.586, 1.949], [-1.412, -1.496, 3.037], [-4.008, -2.510, 1.749], [-3.749, -2.113, 3.442], [-2.940, -3.514, 2.749], [-1.421, -2.166, -1.565], [-2.803, -1.492, -0.705], [-2.066, -4.469, -0.948], [-3.427, -3.654, -1.699], [-3.399, -3.877, 0.044]],
  "forces_ev_per_angstrom": [[-0.143, -0.101, 0.274], [0.139, 0.012, -0.503], [0.117, -0.100, 0.152], [0.058, -0.056, -0.028], [-0.008, 0.000, -0.017], [0.072, -0.055, -0.056], [-0.100, -0.114, -0.264], [0.161, 0.028, 0.214], [0.089, -0.025, 0.042], [-0.391, 0.401, 0.127], [-0.016, -0.042, -0.060], [0.105, -0.020, -0.025], [0.057, 0.015, 0.080], [0.062, -0.040, -0.062], [0.044, 0.274, -0.035], [-0.490, -0.344, 0.026], [0.121, 0.050, -0.103], [0.145, 0.067, -0.059], [0.193, 0.200, 0.034], [0.019, 0.113, 0.025], [0.027, -0.025, 0.055], [0.040, 0.008, 0.134], [0.051, 0.008, 0.086], [0.032, 0.085, -0.097], [-0.101, -0.019, 0.082], [0.120, -0.100, 0.078], [-0.071, 0.075, -0.113], [-0.095, -0.086, -0.045], [-0.056, -0.039, 0.033], [-0.058, -0.110, -0.005], [-0.107, 0.097, 0.051], [0.079, 0.008, -0.060], [0.018, -0.069, 0.012], [-0.048, -0.021, -0.058], [-0.066, -0.078, 0.085]]
}